Record 1
130
Properties=species:S:1:pos:R:3:mulliken_charge:R:1 method="wB97M-V/def2-TZVPD" charge=0 largest_force_ev_per_a=4.03 e_above_lowest_kcal_mol=65.0 multiplicity=1 lumo_energy_ev=-0.54
Rb -1.151 2.953 4.062 0.95
C 2.155 1.816 0.742 -2.11
C 0.918 1.321 -0.050 2.14
C 1.285 -0.073 -0.533 -0.38
C 0.145 -0.861 -1.099 -0.01
C -0.947 -0.923 -0.076 -1.13
C -1.458 0.467 0.508 2.90
N -0.276 1.359 0.884 0.73
O -0.610 2.716 1.230 -1.05
C -2.246 0.067 1.763 -1.50
C -2.457 1.097 -0.479 -1.61
C 0.806 2.249 -1.332 -1.19
H 2.197 2.895 0.890 0.34
H 3.146 1.661 0.314 0.22
H 2.180 1.255 1.676 0.27
H 1.486 -0.670 0.357 -1.04
H 2.212 -0.115 -1.104 1.04
H 0.538 -1.841 -1.371 0.72
H -0.124 -0.290 -1.988 -0.80
H -0.505 -1.598 0.657 -0.10
H -1.726 -1.517 -0.554 0.30
H -3.260 -0.329 1.717 0.52
H -2.087 0.781 2.571 -0.43
H -1.781 -0.827 2.177 -0.19
H -1.952 1.324 -1.417 -0.16
H -2.881 2.063 -0.204 0.39
H -3.288 0.467 -0.795 0.46
H 0.843 3.278 -0.973 0.46
H -0.109 2.221 -1.924 -0.24
H 1.676 1.935 -1.908 0.33
C -0.946 1.388 -5.519 0.23
C -0.729 2.862 -5.774 0.65
O -1.372 3.429 -6.654 -0.63
C 0.268 3.702 -4.961 -0.86
H -1.957 1.154 -5.853 0.10
H -0.816 1.232 -4.448 -0.30
H -0.178 0.845 -6.070 0.10
H -0.071 3.629 -3.927 0.08
H 0.355 4.763 -5.196 0.33
H 1.238 3.222 -5.091 0.34
C 4.069 -1.759 1.881 -0.30
C 5.265 -1.762 0.888 0.63
O 5.100 -1.933 -0.326 -0.59
C 6.656 -1.650 1.464 -0.91
H 3.976 -0.863 2.495 0.03
H 4.090 -2.685 2.455 0.52
H 3.174 -1.783 1.259 -0.06
H 6.929 -0.607 1.305 0.03
H 7.333 -2.400 1.057 0.38
H 6.587 -1.938 2.513 0.33
C 5.472 1.741 -2.042 -1.00
C 6.617 2.075 -1.092 0.88
O 6.458 2.911 -0.170 -0.57
C 7.891 1.369 -1.234 -1.00
H 5.757 1.512 -3.069 0.49
H 4.709 2.520 -2.070 0.31
H 4.970 0.834 -1.706 0.10
H 7.823 0.627 -2.029 0.29
H 8.114 0.803 -0.329 0.20
H 8.630 2.149 -1.420 0.36
C -3.129 -1.380 6.597 -0.74
C -3.305 0.105 6.334 0.83
O -2.790 0.611 5.348 -0.43
C -4.173 0.949 7.230 -1.26
H -3.140 -1.656 7.651 0.43
H -2.237 -1.910 6.264 0.21
H -4.000 -1.930 6.240 -0.07
H -4.172 2.038 7.178 0.30
H -3.888 0.593 8.220 0.37
H -5.200 0.583 7.213 0.33
C -4.913 -2.708 3.610 -0.61
C -5.743 -3.164 4.761 0.53
O -6.670 -2.543 5.190 -0.55
C -5.251 -4.450 5.489 -1.01
H -4.703 -3.403 2.797 0.45
H -3.928 -2.538 4.045 -0.03
H -5.297 -1.778 3.192 0.32
H -5.020 -4.235 6.532 0.30
H -4.359 -4.845 5.003 0.25
H -5.998 -5.237 5.386 0.39
C -4.972 4.582 -4.632 -1.18
C -4.110 3.740 -3.739 0.80
O -3.225 4.116 -2.959 -0.59
C -4.359 2.257 -3.881 -0.61
H -5.742 3.998 -5.137 0.32
H -4.167 4.917 -5.286 0.28
H -5.523 5.355 -4.098 0.37
H -5.256 1.996 -3.319 0.38
H -3.515 1.601 -3.666 -0.26
H -4.400 2.227 -4.970 0.47
C -0.041 -2.643 -4.879 -0.31
C 1.318 -2.325 -5.278 0.65
O 2.211 -2.467 -4.501 -0.57
C 1.667 -1.915 -6.669 -1.10
H -0.215 -2.301 -3.858 -0.19
H -0.141 -3.709 -5.086 0.41
H -0.749 -2.129 -5.528 0.23
H 1.135 -2.524 -7.400 0.33
H 2.738 -2.094 -6.766 0.37
H 1.523 -0.835 -6.699 0.22
C -3.802 -2.054 -3.201 -0.51
C -4.168 -1.662 -4.650 0.67
O -3.499 -0.952 -5.435 -0.51
C -5.538 -2.080 -5.242 -1.27
H -3.347 -1.128 -2.848 -0.12
H -3.052 -2.843 -3.146 0.33
H -4.634 -2.416 -2.597 0.39
H -5.695 -3.152 -5.125 0.37
H -5.544 -1.875 -6.312 0.34
H -6.410 -1.612 -4.786 0.31
C 1.016 -0.778 3.346 0.86
C 0.362 -2.010 3.993 0.50
O 0.278 -2.072 5.201 -0.67
C -0.208 -3.129 3.180 -0.96
H 1.692 -0.972 2.513 -1.06
H 1.592 -0.219 4.084 0.43
H 0.204 -0.134 3.012 0.03
H -0.877 -2.797 2.386 0.20
H -0.826 -3.819 3.753 0.25
H 0.677 -3.675 2.852 0.34
C 6.915 2.125 4.473 -1.29
C 5.650 1.814 3.658 0.79
O 5.448 2.223 2.516 -0.48
C 4.654 0.960 4.486 -0.68
H 7.138 1.187 4.982 0.36
H 6.597 2.984 5.065 0.35
H 7.766 2.439 3.869 0.33
H 4.944 -0.084 4.608 0.39
H 3.702 0.970 3.955 -0.27
H 4.562 1.542 5.403 0.52

---

Record 2
51
Properties=species:S:1:pos:R:3:nbo_charge:R:1 method="wB97M-V/def2-TZVPD" charge=+2 largest_force_ev_per_a=1.28 e_above_lowest_kcal_mol=17.1 multiplicity=1 lumo_energy_ev="-7.50 / -8.08"
Sn -0.047 0.006 -0.182 1.49
C 0.618 -1.733 -5.565 -0.72
S -0.395 -2.661 -4.385 0.33
C 0.117 -1.886 -2.885 -0.06
S -1.207 -0.960 -2.254 -0.05
N 1.287 -2.093 -2.410 -0.33
N 1.527 -1.458 -1.213 -0.35
C 2.631 -1.710 -0.641 0.16
C 2.959 -1.008 0.600 0.12
C 4.166 -1.210 1.234 -0.17
C 4.461 -0.463 2.370 -0.11
C 3.537 0.459 2.823 -0.21
C 2.336 0.595 2.135 0.09
N 2.053 -0.128 1.053 -0.50
H 0.262 -2.036 -6.547 0.26
H 1.666 -1.993 -5.453 0.24
H 0.461 -0.664 -5.441 0.23
H 3.338 -2.412 -1.075 0.24
H 4.872 -1.931 0.841 0.25
H 5.404 -0.599 2.883 0.26
H 3.731 1.075 3.690 0.26
H 1.591 1.311 2.456 0.22
C -3.681 2.927 0.014 -0.69
C -2.391 2.270 0.383 0.28
N -2.261 1.016 0.592 -0.21
O -3.430 0.299 0.409 -0.52
C -1.175 3.100 0.569 0.12
C -1.282 4.568 0.873 -0.66
N -0.019 2.547 0.493 0.07
O 1.123 2.944 0.660 -0.31
H -4.300 2.240 -0.554 0.27
H -3.505 3.831 -0.565 0.25
H -4.240 3.198 0.913 0.27
H -3.223 -0.606 0.681 0.49
H -2.121 4.753 1.542 0.25
H -1.444 5.138 -0.044 0.26
H -0.364 4.919 1.336 0.26
C -1.438 -4.499 4.292 -0.66
C -1.140 -3.469 3.248 0.12
C -1.275 -2.104 3.505 -0.23
C -0.997 -1.188 2.516 0.06
N -0.591 -1.565 1.289 -0.61
C -0.455 -2.877 1.024 0.06
C -0.719 -3.839 1.969 -0.22
H -1.781 -4.046 5.219 0.24
H -0.548 -5.094 4.503 0.26
H -2.204 -5.190 3.936 0.26
H -1.601 -1.755 4.475 0.25
H -1.104 -0.123 2.687 0.23
H -0.138 -3.144 0.023 0.23
H -0.605 -4.884 1.708 0.26

---

Record 3
11
Properties=species:S:1:pos:R:3:nbo_charge:R:1 method="wB97M-V/def2-TZVPD" charge=0 largest_force_ev_per_a=0.85 e_above_lowest_kcal_mol=9.9 multiplicity=1 lumo_energy_ev=0.19
O -2.383 -1.314 0.099 -0.53
C -1.868 -0.220 0.010 0.40
C -0.432 0.048 0.035 -0.07
C 0.241 1.226 -0.165 -0.01
N 1.592 1.019 -0.251 -0.46
C 1.741 -0.269 -0.080 0.21
N 0.560 -0.919 0.087 -0.51
H -2.473 0.697 -0.140 0.12
H -0.195 2.214 -0.200 0.21
H 2.691 -0.794 -0.125 0.20
H 0.527 -1.689 0.731 0.43

---

Record 4
82
Properties=species:S:1:pos:R:3:lowdin_spin:R:1 method="wB97M-V/def2-TZVPD" charge=0 largest_force_ev_per_a=4.95 e_above_lowest_kcal_mol=108.2 multiplicity=6 lumo_energy_ev="-0.24 / -4.10"
Ru 1.038 2.261 2.619 2.24
C 5.174 1.537 3.474 0.00
C 4.150 1.760 2.564 0.03
N 2.992 1.756 3.237 0.05
N 3.234 1.560 4.589 0.00
C 4.528 1.457 4.722 0.00
B 2.148 1.569 5.622 0.00
N 1.323 2.931 5.447 0.02
C 1.156 3.939 6.257 0.04
C 0.231 4.872 5.658 0.02
C -0.247 4.271 4.513 0.06
N 0.533 3.120 4.281 0.07
N 1.007 0.455 5.058 0.00
C 0.622 -0.631 5.661 0.00
C 0.069 -1.488 4.686 0.00
C 0.114 -0.754 3.434 0.01
N 0.709 0.423 3.664 0.08
H 6.250 1.337 3.289 0.00
H 4.123 1.968 1.508 0.01
H 4.953 1.311 5.738 0.00
H 2.374 1.120 6.693 0.00
H 1.769 3.893 7.155 0.00
H 0.027 5.898 6.014 0.00
H -0.919 4.701 3.792 0.00
H 0.891 -0.736 6.725 0.00
H -0.207 -2.555 4.731 0.00
H -0.357 -1.025 2.516 0.00
C -5.627 -2.491 -3.294 0.07
N -4.368 -2.677 -2.632 0.62
C -3.957 -4.038 -2.341 0.06
C -3.250 -1.686 -2.737 0.05
C -2.364 -1.821 -3.925 0.04
C -2.793 -2.383 -5.157 0.00
C -1.925 -2.511 -6.208 0.01
C -0.634 -1.962 -6.147 0.00
C -0.226 -1.416 -4.971 0.01
C -1.080 -1.337 -3.862 0.02
H -5.676 -1.541 -3.907 0.00
H -6.531 -2.437 -2.620 0.03
H -5.875 -3.256 -4.063 0.02
H -4.735 -4.751 -2.546 0.00
H -3.620 -4.097 -1.223 0.03
H -3.055 -4.214 -2.956 0.03
H -2.583 -1.761 -1.851 0.02
H -3.547 -0.661 -2.588 0.00
H -3.822 -2.658 -5.269 0.00
H -2.298 -2.855 -7.216 0.00
H 0.095 -2.015 -7.004 0.00
H 0.784 -1.009 -4.842 0.00
O 1.672 0.937 -1.443 0.01
C 1.955 2.001 -2.366 0.00
N 0.750 2.549 -2.826 0.00
C -0.530 2.328 -2.342 0.00
O -1.419 2.154 -3.165 0.00
C -0.885 2.330 -0.918 0.01
C -2.258 2.349 -0.576 0.05
C -2.764 2.085 0.664 0.01
C -1.793 1.879 1.637 0.06
N -0.473 2.122 1.360 0.06
C -0.013 2.433 0.122 0.10
H 2.493 0.477 -1.143 0.00
H 2.466 1.554 -3.255 0.00
H 2.526 2.802 -1.792 0.00
H 0.735 2.942 -3.799 0.00
H -2.960 2.473 -1.363 0.00
H -3.814 2.164 0.822 0.00
H -1.977 1.656 2.680 0.00
H 1.015 2.836 0.013 0.05
Br -0.096 -3.545 0.611 0.02
C 1.237 -2.781 -0.469 0.10
C 2.506 -3.121 -0.090 0.00
C 3.540 -2.982 -1.067 0.17
C 3.327 -2.190 -2.204 0.00
C 1.986 -1.762 -2.515 0.13
C 0.915 -2.029 -1.633 0.09
C -0.358 -1.254 -1.566 0.21
O -1.017 -0.985 -0.575 0.20
O -0.618 -0.609 -2.823 0.04
H 2.765 -3.697 0.803 0.00
H 4.506 -3.496 -0.906 0.01
H 4.159 -1.991 -2.871 0.00
H 1.820 -1.004 -3.299 0.01

---

Record 5
7
Properties=species:S:1:pos:R:3:nbo_charge:R:1 method="wB97M-V/def2-TZVPD" charge=-2 largest_force_ev_per_a=4.65 e_above_lowest_kcal_mol=23.5 multiplicity=1 lumo_energy_ev=3.92
C 0.434 1.994 0.830 -0.01
N 0.488 2.815 1.662 -0.54
O -0.504 -0.930 2.723 -0.87
O -2.588 0.272 2.193 -0.87
S 0.305 1.128 -0.530 -0.40
S -1.262 -0.036 1.770 1.69
Cl 3.127 -5.243 -8.648 -1.00

---

Record 6
73
Properties=species:S:1:pos:R:3:mulliken_charge:R:1 method="wB97M-V/def2-TZVPD" charge=0 largest_force_ev_per_a=1.14 e_above_lowest_kcal_mol=7.7 multiplicity=1 lumo_energy_ev=0.14
Ir 0.369 0.372 -1.237 1.66
O 3.067 1.693 0.080 -0.60
C 3.319 0.768 -0.665 0.37
C 4.717 0.244 -0.949 -0.41
C 4.503 -0.867 -1.965 -0.62
C 2.999 -0.891 -2.191 0.36
O 2.442 -1.634 -2.968 -0.64
N 2.389 0.053 -1.389 -0.30
H 5.158 -0.087 -0.009 0.23
H 5.326 1.068 -1.320 0.26
H 4.813 -1.853 -1.618 0.27
H 4.995 -0.693 -2.921 0.29
O 0.296 -1.275 -0.002 -0.89
C 0.387 -0.585 1.060 -0.26
N 0.534 -1.001 2.322 0.22
C 0.819 0.169 3.163 2.56
C 0.683 1.326 2.111 -0.31
O 0.798 2.498 2.361 -0.67
N 0.386 0.749 0.908 0.49
C 2.227 0.057 3.743 -0.18
C 3.216 1.002 3.508 -0.07
C 4.479 0.836 4.065 -1.04
C 4.763 -0.266 4.855 -0.39
C 3.774 -1.211 5.095 -0.96
C 2.515 -1.046 4.545 -0.23
C -0.204 0.348 4.280 -0.85
C -0.181 1.511 5.045 -0.22
C -1.072 1.671 6.094 -0.86
C -1.987 0.672 6.398 -0.40
C -2.009 -0.488 5.641 -0.83
C -1.121 -0.649 4.585 -0.26
H 0.834 -1.936 2.538 0.35
H 3.011 1.858 2.882 0.49
H 5.245 1.575 3.869 0.43
H 5.749 -0.389 5.284 0.40
H 3.981 -2.072 5.718 0.40
H 1.740 -1.771 4.771 0.42
H 0.530 2.290 4.809 0.43
H -1.050 2.582 6.678 0.40
H -2.680 0.799 7.220 0.39
H -2.721 -1.272 5.866 0.40
H -1.165 -1.549 3.987 0.42
Cl 2.654 5.014 -2.590 -0.09
C 0.944 4.612 -2.764 0.73
Cl -0.043 5.607 -1.690 -0.08
Cl 0.427 4.819 -4.447 -0.10
C 0.758 3.213 -2.389 0.25
N 0.611 2.123 -2.087 -0.75
C -3.338 -0.092 -5.944 -1.47
C -3.054 0.583 -4.621 0.66
C -3.976 1.745 -4.323 -1.34
O -3.241 -0.432 -3.590 0.05
P -2.206 -0.594 -2.394 0.84
S -1.994 0.918 -1.114 -0.65
S -0.323 -0.885 -3.083 -0.45
O -2.841 -1.795 -1.596 -0.44
C -3.302 -3.081 -2.111 0.49
C -4.737 -2.971 -2.584 -1.21
C -2.366 -3.651 -3.156 -1.26
H -3.228 0.625 -6.758 0.46
H -4.359 -0.478 -5.960 0.30
H -2.646 -0.916 -6.114 0.31
H -2.009 0.902 -4.586 0.25
H -5.015 1.411 -4.319 0.30
H -3.863 2.513 -5.090 0.41
H -3.744 2.185 -3.354 0.28
H -3.268 -3.706 -1.218 0.35
H -4.803 -2.433 -3.528 0.15
H -5.346 -2.456 -1.842 0.33
H -5.143 -3.975 -2.725 0.46
H -2.389 -3.058 -4.073 0.20
H -2.692 -4.662 -3.404 0.47
H -1.341 -3.690 -2.793 0.31

---

Record 7
52
Properties=species:S:1:pos:R:3:nbo_charge:R:1 method="wB97M-V/def2-TZVPD" charge=-1 largest_force_ev_per_a=0.10 e_above_lowest_kcal_mol=0.1 multiplicity=1 lumo_energy_ev=2.03
Mg -0.668 0.331 -0.247 1.77
O -1.496 -1.145 -3.903 -0.67
C -1.026 -0.581 -2.921 0.74
O -1.647 -0.083 -1.932 -0.87
C 0.501 -0.462 -2.841 0.14
C 1.282 -0.793 -3.970 -0.23
C 2.632 -0.655 -3.895 -0.14
C 3.221 -0.186 -2.696 -0.13
C 4.616 -0.002 -2.556 -0.19
C 5.137 0.463 -1.383 -0.21
C 4.282 0.763 -0.300 -0.22
C 2.931 0.593 -0.403 -0.16
C 2.370 0.110 -1.609 0.23
N 1.012 -0.045 -1.707 -0.54
H 0.766 -1.142 -4.852 0.25
H 3.270 -0.890 -4.739 0.21
H 5.258 -0.234 -3.397 0.20
H 6.205 0.604 -1.279 0.21
H 4.702 1.133 0.626 0.22
H 2.273 0.810 0.427 0.25
C -2.950 -2.860 -0.828 -0.68
C -1.982 -2.699 0.288 0.42
N -1.208 -1.656 0.508 -0.57
C -0.509 -1.910 1.658 0.01
C -0.854 -3.137 2.145 -0.02
N -1.785 -3.621 1.258 -0.49
C -0.445 -3.946 3.314 0.77
O 0.461 -3.418 4.102 -0.68
O -0.954 -5.033 3.500 -0.63
C 0.438 -0.869 2.158 0.79
O 1.084 -1.104 3.196 -0.70
O 0.490 0.172 1.448 -0.84
H -2.831 -2.037 -1.529 0.29
H -3.972 -2.847 -0.446 0.23
H -2.790 -3.805 -1.349 0.22
H -2.226 -4.521 1.360 0.44
H 0.766 -2.498 3.764 0.51
F -0.129 5.106 2.111 -0.31
C 0.251 3.953 1.556 0.72
F 1.552 4.027 1.269 -0.31
F 0.055 2.971 2.423 -0.30
S -0.691 3.661 0.000 2.29
O -0.200 2.372 -0.455 -1.03
O -0.401 4.796 -0.809 -0.90
N -2.189 3.654 0.452 -1.23
S -3.092 2.392 0.694 2.28
O -2.375 1.130 0.729 -1.02
O -4.311 2.451 -0.040 -0.90
C -3.601 2.633 2.447 0.72
F -2.550 2.653 3.262 -0.31
F -4.271 3.777 2.583 -0.31
F -4.401 1.626 2.804 -0.31

---

Record 8
18
Properties=species:S:1:pos:R:3:nbo_charge:R:1 method="wB97M-V/def2-TZVPD" charge=0 largest_force_ev_per_a=0.52 e_above_lowest_kcal_mol=82.8 multiplicity=1 lumo_energy_ev=0.30
C 0.458 1.323 1.564 -0.69
C 1.010 0.626 0.360 0.23
N 1.413 -0.581 0.438 -0.54
C 1.984 -1.127 -0.727 0.53
O 2.630 -0.510 -1.540 -0.55
H -0.013 2.278 1.319 0.22
H -0.265 0.685 2.083 0.24
H 1.286 1.509 2.254 0.25
H 1.120 1.184 -0.577 0.18
H 1.818 -2.216 -0.809 0.12
H -0.807 -2.000 0.240 -0.03
H -0.160 -1.804 0.556 0.03
C -2.055 -0.471 -0.757 -0.37
C -1.433 0.684 -0.964 -0.42
H -1.989 -1.290 -1.468 0.20
H -2.648 -0.655 0.135 0.20
H -0.830 0.856 -1.851 0.20
H -1.520 1.506 -0.259 0.19